[1]
Here is a structure of composition C3H4N4O from OMol25. Energies are from wB97M-V/def2-TZVPD.

Results
- HOMO energy: -0.3503 hartree
- Kohn-Sham gap: 0.3414 hartree
- LUMO: -0.242 eV
- Molar mass: 112.1 g mol⁻¹

CARTESIAN COORDINATES (ANGSTROEM)
H -1.42 0.04 -3.26
C -0.52 -0.01 -2.41
N 1.65 0.07 -0.87
C 0.90 -0.07 1.63
N -1.19 -0.10 -1.37
N -0.47 -0.29 -0.18
N -0.23 0.20 2.22
H 0.67 0.31 -2.45
H 1.95 -0.43 2.11
O -1.19 0.26 1.14
H 2.81 -0.30 -0.46
C 0.82 -0.07 0.17


[2]
Here is an isolated molecule of C4H8N2O2 from OMol25. Energies are from wB97M-V/def2-TZVPD.

Results
- HOMO energy: -0.3645 hartree
- Kohn-Sham gap: 0.3954 hartree
- LUMO: 0.842 eV
- Molar mass: 116.1 g mol⁻¹

CARTESIAN COORDINATES (ANGSTROEM)
H -2.24 -1.30 -0.88
H -3.18 -0.13 0.06
O -0.55 0.44 -1.56
H 1.81 -0.60 -1.67
O 1.99 0.70 -0.06
H 1.68 -1.38 -0.05
H 1.35 2.66 1.40
C -0.36 0.41 -0.35
N -1.13 -0.27 0.52
H -2.66 -1.65 0.82
C -2.38 -0.87 0.11
C 0.76 1.18 0.34
C 2.18 -0.59 -0.63
H 3.26 -0.76 -0.63
H -1.04 -0.03 1.50
N 0.53 2.18 1.06


[3]
Here is the ion C5H9FN with charge +1 from OMol25. Energies are from wB97M-V/def2-TZVPD.

Results
- HOMO energy (alpha / beta): -0.4438 / -0.5092 hartree
- Kohn-Sham gap (alpha / beta): 0.2594 / 0.3695 hartree
- LUMO (alpha / beta): -5.018 / -3.801 eV
- Total charge: +1
- Molar mass: 102.1 g mol⁻¹

CARTESIAN COORDINATES (ANGSTROEM)
H -0.79 1.05 0.82
C 0.64 0.63 -0.56
C -0.77 0.82 -0.20
C 1.58 -0.20 0.19
H 0.95 0.84 -1.64
H 1.05 1.51 1.33
N -1.52 -0.63 -0.31
H -2.40 -0.38 0.21
C -0.97 -1.76 0.45
H -1.77 -0.82 -1.37
F 2.43 -1.11 -0.15
H -0.21 -2.40 -0.11
H -1.19 -1.94 1.45
C 1.71 1.14 0.61
H 2.48 1.80 0.27
H -1.24 1.45 -0.98


[4]
Here is a cluster of 2 separate species, C3H7INP in total from OMol25. Energies are from wB97M-V/def2-TZVPD.

Results
- HOMO energy: -0.3342 hartree
- Kohn-Sham gap: 0.3636 hartree
- LUMO: 0.801 eV
- Molar mass: 215.0 g mol⁻¹

CARTESIAN COORDINATES (ANGSTROEM)
P 0.23 1.25 2.06
I 3.26 2.85 -0.60
H -1.99 -0.62 -0.83
H 0.82 -1.95 -1.43
N 0.78 0.72 0.48
H -1.08 1.51 2.00
C -1.04 -1.01 -0.43
C 0.27 -1.01 -1.31
H 2.78 1.41 -0.47
C 0.17 -0.19 -0.20
H 0.57 2.59 2.04
H 0.07 -0.62 -2.27
H -1.17 -1.70 0.43


Question: What is the formula in the third record?
Answer: C5H9FN


Question: Look up the molar mass of the third one.
Answer: 102.1 g mol⁻¹


Question: What is the molar mass in the fourth record?
Answer: 215.0 g mol⁻¹